C17H32GaO7 | the ωB97M-V functional and the def2-TZVPD basis

Calculated values
* HOMO level: -0.1608 hartree
* net charge: -1
* frontier orbital gap: 6.65 eV
* multiplicity: 1
* max |F|: 0.9 eV/Å

Structure (XYZ):
```
57
Properties=species:S:1:pos:R:3:nbo_charge:R:1
Ga -1.95 -1.42 1.01 0.8555
O 8.48 -1.68 2.41 -0.4976
O -6.86 -2.48 -2.06 -0.5758
O 2.97 -1.67 -0.17 -0.5633
O 6.80 -3.03 1.78 -0.5557
O -0.54 3.73 0.55 -0.5414
O -2.29 3.69 -0.85 -0.4762
O -6.54 -0.84 -0.55 -0.5624
C -5.28 -0.82 0.20 -0.0686
C -6.94 -2.07 -0.92 0.8217
C -2.99 0.21 0.30 -0.8665
C 1.89 -1.80 -1.09 -0.0554
C 0.60 -1.14 -0.59 -0.4335
C -7.58 -2.90 0.17 -0.7392
C 8.82 -0.29 2.26 -0.0700
C 6.87 -0.73 0.98 -0.5365
C -4.17 -0.17 -0.61 -0.4187
C -2.84 4.55 -1.85 -0.0692
C -1.04 5.68 -0.82 -0.5286
C -2.39 5.96 -1.48 -0.4298
C -1.22 4.27 -0.26 0.7857
C 7.33 -1.96 1.74 0.7913
C -0.58 -2.09 -0.35 -0.8748
C 3.59 -2.88 0.21 -0.2423
C 8.12 0.16 0.98 -0.4285
H -7.48 -2.45 1.16 0.2233
H -3.92 4.42 -1.85 0.1990
H 7.91 1.22 0.96 0.2216
H 0.31 -0.39 -1.33 0.1855
H -3.08 6.38 -0.74 0.2072
H 3.04 -3.38 1.02 0.1691
H -2.35 6.63 -2.33 0.2133
H -5.00 -1.84 0.48 0.2077
H 1.70 -2.87 -1.29 0.1606
H 3.69 -3.57 -0.63 0.1547
H -0.20 -3.05 0.03 0.1868
H -1.07 -2.32 -1.31 0.1870
H 8.74 -0.08 0.12 0.2062
H 9.90 -0.22 2.21 0.1908
H -0.79 6.37 -0.02 0.2359
H -5.47 -0.26 1.12 0.1739
H -7.12 -3.89 0.16 0.2378
H -2.46 4.24 -2.83 0.1751
H 6.51 -1.00 0.00 0.2513
H -3.39 0.76 1.16 0.1855
H -3.85 -0.88 -1.39 0.1942
H 2.22 -1.35 -2.04 0.1494
H -2.33 0.90 -0.23 0.2104
H -0.23 5.65 -1.55 0.2302
H 6.05 -0.28 1.54 0.2499
H 0.85 -0.60 0.33 0.2148
H -4.61 0.70 -1.11 0.1762
H -8.64 -3.02 -0.07 0.2301
H -3.01 -2.64 1.30 -0.3680
H -1.22 -1.05 2.40 -0.3406
H 8.46 0.25 3.14 0.1764
H 4.59 -2.64 0.58 0.1844
```